C6H10BrNO2 | wB97M-V/def2-TZVPD

The HOMO-LUMO gap is 10.579 eV. The value obtained for the total energy is -3013.8668 Eh. For the HOMO energy, the calculation gives -9.960 eV. The SMILES is COC[C@@H]1CC(=O)N[C@H]1Br. The LUMO energy is 0.6 eV.

Each line ends with the Mulliken charge.
CARTESIAN COORDINATES (ANGSTROEM)
C  2.741  0.165  0.261  -0.64
O  1.969  1.347  0.333  -0.39
C  0.740  1.287  -0.344  -0.72
C  -0.182  0.161  0.121  0.30
C  -0.495  -0.975  -0.859  -0.54
C  -1.598  -1.687  -0.116  0.34
O  -1.879  -2.851  -0.107  -0.57
N  -2.279  -0.705  0.644  -0.18
C  -1.610  0.568  0.479  -0.49
Br  -1.669  1.643  2.103  -0.18
H  2.554  -0.484  1.121  0.25
H  3.791  0.450  0.260  0.28
H  2.538  -0.397  -0.659  0.27
H  0.258  2.247  -0.158  0.36
H  0.908  1.203  -1.428  0.36
H  0.206  -0.311  1.030  0.27
H  -0.974  -0.537  -1.745  0.33
H  0.335  -1.605  -1.163  0.28
H  -3.282  -0.711  0.512  0.28
H  -2.074  1.194  -0.285  0.41